Molecular formula: C2H9N4
Method: DFT, wB97M-V/def2-TZVPD

CARTESIAN COORDINATES (ANGSTROEM)
C 2.18654 0.73906 -0.00540
C -1.78010 -1.16759 -0.36690
N 1.76995 -0.41379 -0.18094
N 2.50166 1.86944 -0.03994
N -0.67798 0.91241 0.31140
N -0.70360 -0.50901 0.38621
H -1.64910 -0.97244 -1.43046
H -1.74126 -2.23879 -0.18818
H -2.76184 -0.79842 -0.05927
H 2.37920 -1.18420 -0.40616
H 2.82912 2.64253 0.49733
H -0.63981 1.20148 -0.66243
H -1.50689 1.33656 0.72870
H 0.57310 -0.65705 0.03919
H -0.77899 -0.76019 1.37685

As for the net charge: +1. Its multiplicity is 1. The calculation puts the largest force on an atom at 1.54 eV Å⁻¹. The value obtained for the HOMO energy is -14.48 eV. As for the orbital gap: 11.6 eV.